A molecular structure, C14H20Br2HgNO, computed with ωB97M-V with the def2-TZVPD basis set.

As for the total energy: -162637.2737 eV. As for the highest occupied orbital energy (spin up / spin down): -7.64 / -7.64 eV. The spin multiplicity is 2. As for the expectation value of S²: 0.75. The orbital gap (spin up / spin down) comes out at 7.33 / 6.91 eV.

Geometry (Å):
Hg (1.4292, 0.0145, 1.4580)
Br (2.2141, -0.8395, 3.5991)
C (1.8859, 2.6754, 4.0331)
Br (2.0146, 2.9511, 2.2024)
H (2.8047, 2.5085, 4.5692)
H (0.9857, 3.0234, 4.5125)
N (4.6863, -0.2714, 0.6562)
C (3.5849, -0.1646, 0.3261)
H (5.6280, -0.3829, 0.9706)
C (0.2867, -3.2113, 0.3299)
C (-1.1370, -2.7911, -0.0499)
C (-2.0049, -2.5630, 1.1916)
C (-1.1605, -1.6162, -1.0140)
C (-1.5503, -1.8653, -2.3238)
C (-1.6342, -0.8540, -3.2648)
C (-1.3417, 0.4419, -2.8802)
C (-0.9424, 0.7477, -1.5851)
C (-0.6360, 2.2045, -1.2720)
C (-1.3649, 2.7462, -0.0387)
C (0.8756, 2.4470, -1.2070)
C (-0.8176, -0.2957, -0.6367)
O (-0.4336, -0.0304, 0.6218)
H (0.2800, -4.1695, 0.8530)
H (0.7475, -2.4863, 1.0005)
H (0.9124, -3.3058, -0.5596)
H (-1.5733, -3.6334, -0.5941)
H (-1.6328, -1.7264, 1.7785)
H (-2.0065, -3.4569, 1.8196)
H (-3.0332, -2.3443, 0.8991)
H (-1.7975, -2.8802, -2.6154)
H (-1.9476, -1.0686, -4.2787)
H (-1.4333, 1.2452, -3.6036)
H (-1.0068, 2.7816, -2.1239)
H (-1.0261, 2.2603, 0.8720)
H (-2.4368, 2.5668, -0.1338)
H (-1.1995, 3.8222, 0.0586)
H (1.3434, 1.8454, -0.4250)
H (1.0944, 3.4962, -0.9911)
H (1.3434, 2.1785, -2.1546)

Results of the Mulliken charge analysis, in e, for atoms 1 through 5: 1.5958, -0.5749, -0.6523, -0.0352, 0.3497

***

A molecular structure, C14H20Cl2F6MoO3, computed with ωB97M-V with the def2-TZVPD basis set.

As for the total energy: -64188.7384 eV. As for the highest occupied orbital energy (spin up / spin down): -7.53 / -7.52 eV. The orbital gap (spin up / spin down) comes out at 4.06 / 4.02 eV.

Geometry (Å):
C (0.0563, -2.5259, 0.4282)
C (-0.5003, -2.0281, -0.7798)
C (-1.2239, -0.7908, -0.4944)
C (-0.5508, -2.8137, -2.0458)
C (-1.2704, -0.6577, 0.9288)
C (-0.4330, -1.7389, 1.5001)
C (-0.2709, -2.0619, 2.9387)
C (0.9030, -3.7432, 0.5563)
C (-1.8292, 0.0917, -1.5388)
C (-2.1706, 0.2073, 1.7399)
Mo (0.8519, -0.2779, 0.2138)
Cl (1.5793, -0.3685, -2.1314)
Cl (3.0726, -1.3738, 0.6245)
O (1.1572, 0.6240, 1.9367)
H (0.4275, -3.2956, -2.2386)
H (-0.8239, -2.1913, -2.9165)
H (-1.2928, -3.6341, -1.9910)
H (-1.1602, 0.1933, -2.4082)
H (-1.9931, 1.1007, -1.1462)
H (-2.8006, -0.3009, -1.8648)
H (-2.3865, 1.1509, 1.2125)
H (-1.7153, 0.3847, 2.7275)
H (-3.1161, -0.3330, 1.9057)
H (-0.7523, -1.2889, 3.5619)
H (0.8401, -2.1397, 3.2666)
H (-0.8109, -3.0131, 3.1594)
H (1.6006, -3.8294, -0.2862)
H (0.2854, -4.6425, 0.5906)
H (1.4565, -3.7060, 1.4972)
H (1.5199, 1.5157, 1.7684)
O (1.9573, -1.7280, 4.2259)
H (2.2979, -1.0215, 3.6020)
C (0.5725, 2.6243, -2.7003)
C (0.3969, 2.7142, -1.1857)
O (0.0702, 1.5479, -0.5368)
C (1.7456, 3.2613, -0.5315)
F (2.1393, 4.4316, -1.0936)
F (1.6775, 3.4446, 0.8157)
F (2.7780, 2.3775, -0.7178)
C (-0.7540, 3.7435, -0.9167)
F (-0.3724, 5.0124, -1.3108)
F (-1.8477, 3.3969, -1.6468)
F (-1.1574, 3.7531, 0.3640)
H (1.3025, 1.8341, -2.9369)
H (0.9573, 3.6211, -2.9697)
H (-0.4129, 2.4735, -3.1762)

Results of the Mulliken charge analysis, in e, for atoms 1 through 5: 0.0345, 1.1808, -0.0291, -1.3983, 2.0075

***

A molecular structure, C14H20Cl2N2O2PSeSn, computed with ωB97M-V with the def2-TZVPD basis set.

Its charge is +3. As for the total energy: -127397.8764 eV. As for the highest occupied orbital energy (spin up / spin down): -17.10 / -17.12 eV. The value obtained for the energy relative to the best compared isomer or geometry (same formula, charge and spin) is 78.9 kcal per mole. The orbital gap (spin up / spin down) comes out at 4.25 / 4.29 eV.

Geometry (Å):
C (-0.4739, -3.9769, -5.4525)
C (-0.7789, -2.8558, -4.6811)
H (-1.5277, -4.3772, -5.8324)
H (0.0660, -4.8474, -4.8901)
H (0.2652, -3.7450, -6.3364)
O (-0.9270, -1.6600, -4.6668)
Cl (1.8425, -3.9114, -2.2932)
Sn (0.3430, -2.0594, -2.4605)
P (-0.1311, 1.2285, -2.9132)
C (-1.5327, 2.4534, -2.9615)
C (1.2101, 2.4567, -2.5403)
H (0.9914, 0.3919, -4.8817)
H (0.3413, 2.0378, -5.1138)
H (-0.7526, 0.6276, -5.1628)
C (0.1389, 1.0484, -4.6919)
H (2.1691, 1.9206, -2.5531)
H (1.2003, 3.2529, -3.2982)
H (-1.3234, 3.1928, -3.7568)
H (-1.6140, 2.9377, -1.9704)
H (1.0563, 2.8760, -1.5377)
H (-2.4453, 1.8718, -3.1897)
C (-1.8128, 0.3623, -0.7077)
O (-2.8139, 0.6129, -0.1061)
Cl (2.4057, -0.5505, -2.6066)
C (2.6069, 0.6958, 3.5852)
N (1.1860, 0.3181, 3.4955)
C (0.5171, -0.0595, 2.3413)
Se (1.2271, -0.0551, 0.6733)
N (-0.7489, -0.3845, 2.7571)
C (-0.8837, -0.2828, 4.1240)
C (-1.9080, -0.5965, 4.9959)
C (-1.6694, -0.4223, 6.3829)
C (-0.4320, 0.0484, 6.8554)
C (0.6088, 0.3660, 5.9748)
C (0.3292, 0.2080, 4.6083)
H (3.2077, -0.1843, 3.6895)
H (2.7013, 1.3310, 4.4460)
H (2.8501, 1.1841, 2.6705)
H (-1.4623, -0.6924, 2.1241)
H (-2.8427, -0.9976, 4.5891)
H (-2.4663, -0.6871, 7.1126)
H (-0.3004, 0.1779, 7.9069)
H (1.5830, 0.7453, 6.2723)

Results of the Mulliken charge analysis, in e, for atoms 1 through 5: -0.7209, 0.6607, 0.3811, 0.3848, 0.3823

***

2 unconnected molecules or ions with the total composition C14H20F2NO6S2, computed with ωB97M-V with the def2-TZVPD basis set.

Its charge is -1. As for the total energy: -55715.5558 eV. As for the highest occupied orbital energy: -7.02 eV. The orbital gap comes out at 7.25 eV.

Geometry (Å):
C (-3.0832, 0.3875, -2.0458)
C (-2.0444, 0.3570, -3.3309)
C (-0.4576, 0.3412, -2.9201)
C (0.2436, -1.1386, -2.8893)
C (-0.3576, -2.1770, -1.7734)
C (0.3573, -2.0931, -0.2942)
C (0.3678, -0.5940, 0.3781)
C (1.8561, 0.1236, 0.1985)
C (1.5760, 1.7277, -0.0634)
C (0.6301, 2.5475, 0.7791)
C (0.4321, 4.1251, 0.3431)
O (0.0659, 5.0661, 1.2165)
C (0.6452, 4.5453, -1.2572)
C (1.5798, 3.7258, -2.1222)
C (2.3381, 2.4694, -1.3336)
O (3.5385, 2.0896, -1.8096)
H (-3.0010, 1.3625, -1.3880)
H (-2.9772, -0.5213, -1.3170)
H (-4.1804, 0.3292, -2.4971)
H (-2.2270, 1.3875, -3.9055)
H (-2.2677, -0.4860, -4.1114)
H (0.1098, 0.9581, -3.7703)
H (-0.3432, 0.9720, -1.9412)
H (1.4292, -1.0774, -2.7851)
H (0.0448, -1.6319, -3.9570)
H (-0.1285, -3.2749, -2.1822)
H (-1.5471, -2.1160, -1.7328)
H (1.4557, -2.5013, -0.3232)
H (-0.3097, -2.7711, 0.4266)
H (-0.5252, 0.0855, 0.0431)
H (0.2264, -0.7623, 1.5516)
H (2.3197, -0.3373, -0.8000)
H (2.5745, -0.0920, 1.1128)
H (0.0690, 2.0649, 1.7009)
H (0.0585, 5.4623, -1.7350)
H (1.7647, 3.9933, -3.2553)
N (0.8724, -2.7826, 5.3960)
S (-0.3875, -3.3395, 6.1506)
O (-1.4073, -4.0115, 5.3526)
O (-0.8694, -2.5935, 7.3071)
F (0.2784, -4.6003, 6.8831)
S (0.5071, -1.5435, 4.5003)
O (1.5453, -1.1887, 3.5332)
O (-0.1335, -0.3977, 5.1346)
F (-0.6383, -2.0896, 3.5333)

Results of the Mulliken charge analysis, in e, for atoms 1 through 5: -0.8096, -0.6112, 0.3886, -0.6225, -0.4508

***

A molecular structure, C14H20F3N3O2S2, computed with ωB97M-V with the def2-TZVPD basis set.

As for the total energy: -53228.7544 eV. As for the highest occupied orbital energy: -7.45 eV. The value obtained for the energy relative to the best compared isomer or geometry (same formula, charge and spin) is 0.0 kcal per mole. The orbital gap comes out at 7.95 eV.

Geometry (Å):
C (-2.3881, 1.8951, -3.9061)
N (-1.0518, 2.3651, -3.7271)
C (-0.7073, 3.7538, -3.8930)
C (0.8117, 3.7593, -3.7642)
N (1.1401, 2.3629, -3.6668)
C (2.4846, 1.8924, -3.5887)
C (0.0417, 1.5589, -3.5660)
C (0.0564, 0.2065, -3.2494)
H (-2.5158, 0.9427, -3.3827)
H (-3.0858, 2.6347, -3.4930)
H (-2.6438, 1.7419, -4.9700)
H (-1.0262, 4.1387, -4.8724)
H (-1.1735, 4.3645, -3.1067)
H (1.2953, 4.2215, -4.6353)
H (1.1221, 4.3009, -2.8572)
H (2.5796, 0.9400, -4.1257)
H (3.1461, 2.6388, -4.0477)
H (2.8087, 1.7289, -2.5487)
H (1.0174, -0.2757, -3.1134)
H (-0.8937, -0.3175, -3.2079)
C (1.5864, -1.7808, 4.1364)
N (0.2791, -2.3194, 4.4656)
S (0.1800, -3.1534, 5.9611)
C (0.6820, -4.8030, 5.4738)
F (0.7331, -5.5328, 6.6332)
F (-0.2082, -5.3928, 4.6334)
F (1.9085, -4.8476, 4.8870)
S (-1.0009, -1.2054, 4.3677)
C (-0.8479, -0.9861, 2.6090)
C (-0.5584, 0.2787, 2.0916)
C (-0.4382, 0.4209, 0.7073)
C (-0.6443, -0.6830, -0.1223)
C (-0.9499, -1.9400, 0.4079)
C (-1.0475, -2.0968, 1.7897)
O (-2.2297, -1.9092, 4.6220)
O (-0.6635, 0.0052, 5.0686)
H (2.2979, -2.5988, 4.2280)
H (1.5606, -1.4277, 3.1048)
H (1.8579, -0.9662, 4.8171)
H (-0.4026, 1.1140, 2.7713)
H (-0.1821, 1.3942, 0.2849)
H (-0.5524, -0.5598, -1.1991)
H (-1.1115, -2.7956, -0.2481)
H (-1.2662, -3.0676, 2.2313)

Results of the Mulliken charge analysis, in e, for atoms 1 through 5: -0.9999, 0.1404, -0.6392, -0.6045, 0.1320